(1)
Formula: CH7N2S2
Source: the OMol25 dataset
Level of theory: ωB97M-V with the def2-TZVPD basis set

As for the HOMO-LUMO gap: 9.650 eV. The value obtained for the lowest unoccupied orbital energy is -3.65 eV. The net charge is +1.

Last column: Mulliken charge in e.
Element x y z (Å)
N  -2.178  1.158  0.723  -0.21
C  -2.134  1.219  -0.583  0.29
N  -1.009  1.095  -1.236  -0.15
H  -1.326  0.949  1.231  0.15
H  -3.047  1.195  1.230  0.26
H  -3.075  1.378  -1.095  0.36
H  -0.984  1.178  -2.239  0.23
H  -0.175  0.773  -0.756  0.06
S  1.930  -0.814  -0.586  -0.16
S  0.705  -0.762  1.150  -0.30
H  2.226  -2.103  -0.434  0.22
H  -0.271  -1.555  0.687  0.25

---

(2)
Formula: C15H43K2O10
Source: the OMol25 dataset
Level of theory: ωB97M-V with the def2-TZVPD basis set

As for the HOMO-LUMO gap: 7.093 eV. The value obtained for the lowest unoccupied orbital energy is -4.19 eV. The net charge is +1.

Last column: Mulliken charge in e.
Element x y z (Å)
K  3.581  -1.964  -0.789  1.06
K  -0.365  -3.189  -0.345  0.85
O  -0.524  -0.713  0.557  0.45
C  0.406  0.157  0.580  0.22
O  0.166  1.311  0.784  -0.70
O  1.594  -0.246  0.339  -0.92
H  -1.160  -0.029  0.778  -0.23
C  4.177  3.262  -1.575  -1.22
C  3.651  1.979  -2.320  0.46
O  4.042  0.908  -1.512  -0.45
H  5.090  3.031  -1.028  0.34
H  3.423  3.622  -0.876  0.27
H  4.569  4.083  -2.176  0.40
H  3.967  1.769  -3.342  0.37
H  2.576  1.894  -2.482  -0.38
H  3.697  0.970  -0.618  0.25
C  2.060  -0.751  -3.636  0.15
C  1.097  -1.585  -4.316  -0.63
O  1.469  -2.951  -4.421  -0.48
H  3.082  -1.097  -3.789  0.42
H  1.897  -0.812  -2.560  -0.49
H  2.064  0.270  -4.019  0.21
H  0.914  -1.366  -5.368  0.38
H  0.052  -1.466  -4.030  0.26
H  1.666  -3.308  -3.552  0.24
C  -3.894  -2.601  -0.249  -0.72
C  -4.151  -3.292  -1.621  -0.35
O  -2.999  -4.064  -1.871  -0.43
H  -3.398  -3.230  0.490  0.15
H  -4.738  -2.147  0.271  0.45
H  -3.233  -1.738  -0.321  0.11
H  -4.410  -2.623  -2.442  0.32
H  -4.974  -3.971  -1.398  0.32
H  -3.174  -4.774  -2.493  0.25
C  -4.049  2.830  3.108  -1.19
C  -3.243  2.054  2.051  -0.05
O  -2.071  1.505  2.585  -0.46
H  -3.547  3.792  3.207  0.29
H  -4.190  2.287  4.043  0.30
H  -5.014  3.049  2.649  0.38
H  -3.054  2.656  1.162  0.29
H  -3.913  1.270  1.699  0.20
H  -1.293  1.845  2.137  0.28
C  -1.816  -2.403  3.162  -0.28
C  -1.724  -3.892  3.260  -0.51
O  -1.326  -4.424  1.986  -0.46
H  -2.252  -1.909  4.031  0.43
H  -2.559  -2.361  2.366  -0.02
H  -0.833  -1.979  2.957  -0.07
H  -2.685  -4.262  3.617  0.28
H  -0.999  -4.240  3.995  0.46
H  -1.047  -5.332  2.127  0.27
C  2.605  0.153  3.336  -1.10
C  3.894  0.810  2.784  -0.20
O  3.519  1.252  1.539  -0.53
H  1.828  0.917  3.325  0.24
H  2.704  -0.167  4.374  0.49
H  2.286  -0.758  2.831  0.21
H  4.617  0.007  2.640  0.19
H  4.198  1.584  3.489  0.31
H  2.726  0.809  1.227  0.28
C  -0.267  2.692  -2.425  -0.82
C  0.112  4.017  -1.651  -0.08
O  -0.439  3.796  -0.386  -0.53
H  -1.293  2.546  -2.765  0.37
H  0.058  1.858  -1.804  -0.11
H  0.107  2.741  -3.448  0.37
H  -0.385  4.859  -2.134  0.33
H  1.199  4.092  -1.661  0.03
H  -0.072  2.970  -0.064  0.45

---

(3)
Formula: C41H39F2N10O3PTi
Source: the OMol25 dataset
Level of theory: ωB97M-V with the def2-TZVPD basis set

The spin multiplicity is 3. As for the HOMO-LUMO gap (alpha / beta): 5.318 / 7.917 eV. The value obtained for the lowest unoccupied orbital energy (alpha / beta) is 0.36 / 0.36 eV. As for the expectation value of S²: 2.0054. The net charge is 0.

Last column: Mulliken charge in e.
Element x y z (Å)
Ti  -0.109  -0.161  1.289  -0.05
C  1.494  4.174  4.144  -0.97
N  0.590  3.105  3.801  0.17
C  0.120  2.301  4.730  -0.70
C  -0.209  1.127  4.137  -1.11
N  -0.017  1.267  2.812  2.21
C  0.493  2.459  2.568  -0.05
P  0.647  3.261  0.982  -0.73
C  -0.907  2.747  0.261  -0.97
N  -1.368  1.532  0.217  1.31
C  -2.397  1.520  -0.655  -0.87
C  -2.491  2.783  -1.244  -1.28
N  -1.526  3.570  -0.687  0.47
C  -1.090  4.920  -1.021  -0.87
C  1.611  2.119  -0.008  -0.46
N  1.284  0.855  -0.254  1.37
C  2.272  0.294  -0.973  -0.49
C  3.274  1.226  -1.175  -1.32
N  2.858  2.379  -0.536  0.37
C  3.683  3.504  -0.285  -0.97
H  1.433  4.419  5.199  0.39
H  2.543  3.757  4.072  0.29
H  1.338  5.033  3.463  0.28
H  -0.103  2.633  5.753  0.43
H  -0.584  0.238  4.545  0.42
H  -2.960  0.668  -0.920  0.83
H  -3.213  3.252  -1.898  0.53
H  -1.871  5.500  -1.591  0.30
H  -0.819  5.398  -0.092  0.39
H  -0.224  4.947  -1.715  0.28
H  2.168  -0.740  -1.288  0.70
H  4.281  1.063  -1.588  0.38
H  4.623  3.227  0.094  0.35
H  3.877  4.054  -1.218  0.34
H  3.183  4.137  0.441  0.35
F  -1.293  -3.687  5.076  -0.37
C  -1.820  -2.579  4.433  0.21
C  -1.279  -2.140  3.249  -0.98
C  -1.820  -1.077  2.559  0.38
C  -2.925  -0.393  3.186  0.01
C  -3.482  -0.915  4.294  1.72
F  -4.652  -0.411  4.692  -0.36
C  -2.887  -1.936  5.001  -1.24
C  -3.641  0.713  2.557  -0.48
C  -4.821  0.359  1.793  -0.31
C  -5.465  1.397  1.085  -0.76
C  -4.967  2.690  1.171  -0.53
C  -3.903  2.927  1.982  -0.30
N  -3.216  1.969  2.595  -0.30
H  -0.491  -2.735  2.803  0.48
H  -3.363  -2.361  5.829  0.55
H  -5.250  -0.650  1.696  0.42
H  -6.337  1.177  0.542  0.48
H  -5.428  3.381  0.571  0.56
H  -3.593  4.008  1.999  0.25
O  3.612  0.896  2.483  -0.71
C  3.239  -0.233  2.245  -0.28
N  1.976  -0.719  1.980  0.73
C  2.067  -2.034  1.570  -0.20
O  1.179  -2.675  1.050  -0.59
C  3.504  -2.518  1.778  0.37
C  4.040  -3.739  1.553  -0.31
C  5.433  -3.797  1.672  -0.56
C  6.193  -2.616  1.981  -0.43
C  5.588  -1.376  2.183  -0.57
C  4.220  -1.312  2.011  0.13
H  3.449  -4.634  1.330  0.48
H  5.966  -4.763  1.582  0.36
H  7.275  -2.615  2.170  0.35
H  6.214  -0.520  2.365  0.49
C  0.314  -4.302  -4.897  -1.15
C  0.777  -2.837  -4.642  -0.42
N  -0.123  -1.841  -5.267  0.49
C  0.353  -1.252  -6.534  -0.54
C  -0.696  -1.356  -7.683  -1.22
C  -0.709  -0.927  -4.375  0.10
O  -0.899  0.240  -4.686  -0.67
C  -1.248  -1.485  -3.035  -0.53
C  -2.073  -2.572  -2.926  -0.18
C  -2.373  -3.117  -1.680  -1.53
C  -1.818  -2.459  -0.574  -0.22
N  -1.008  -1.357  -0.656  1.26
C  -0.671  -0.914  -1.927  -0.96
H  1.042  -4.986  -4.389  0.35
H  0.196  -4.601  -5.944  0.33
H  -0.682  -4.424  -4.477  0.24
H  1.788  -2.607  -4.916  0.59
H  0.705  -2.705  -3.530  0.04
H  1.216  -1.809  -6.877  0.40
H  0.578  -0.196  -6.317  0.35
H  -0.867  -2.369  -7.998  0.29
H  -0.378  -0.860  -8.626  0.39
H  -1.636  -0.839  -7.426  0.30
H  -2.267  -3.061  -3.919  0.67
H  -2.880  -4.094  -1.632  0.40
H  -1.929  -2.689  0.501  0.31
H  0.087  -0.228  -1.991  0.87

---

(4)
Formula: C7H6
Source: the OMol25 dataset
Level of theory: ωB97M-V with the def2-TZVPD basis set

As for the HOMO-LUMO gap (alpha / beta): 7.567 / 7.930 eV. The value obtained for the lowest unoccupied orbital energy (alpha / beta) is -0.90 / -0.56 eV. The net charge is 0.

Last column: Mulliken charge in e.
Element x y z (Å)
C  2.127  -0.142  -0.415  -0.68
C  -1.550  -0.519  0.548  -0.60
C  1.128  0.554  0.535  -0.80
C  -1.649  0.277  -0.734  0.10
C  0.545  -0.218  -0.413  1.25
C  -0.762  -1.065  -0.668  -0.62
C  -0.374  0.515  -1.275  -0.51
H  2.588  0.365  -1.218  0.30
H  2.666  -1.024  -0.127  0.24
H  -0.991  -0.253  1.339  0.25
H  -2.500  -0.848  0.681  0.29
H  1.108  1.323  1.225  0.45
H  -2.592  0.487  -1.249  0.31

---

(5)
Formula: C2H3NO4S
Source: the OMol25 dataset
Level of theory: ωB97M-V with the def2-TZVPD basis set

As for the HOMO-LUMO gap: 9.520 eV. The value obtained for the lowest unoccupied orbital energy is 0.29 eV. The net charge is 0.

Last column: Mulliken charge in e.
Element x y z (Å)
C  -0.585  -0.019  2.944  0.65
C  -0.909  0.907  2.015  -0.44
N  -0.477  0.134  -0.293  -0.36
O  -0.120  -0.465  3.895  -0.32
O  -0.238  -2.164  -1.504  -0.48
O  1.712  -0.754  -0.885  -0.52
O  -0.091  0.835  0.886  -0.20
S  0.316  -1.532  -0.358  0.67
H  -1.945  1.283  1.969  0.30
H  2.529  -1.333  -0.990  0.34
H  0.023  0.625  -1.086  0.36

---

(6)
Formula: C4H3O2Sr
Source: the OMol25 dataset
Level of theory: ωB97M-V with the def2-TZVPD basis set

The spin multiplicity is 2. As for the HOMO-LUMO gap (alpha / beta): 4.116 / 5.859 eV. The value obtained for the lowest unoccupied orbital energy (alpha / beta) is -1.17 / -1.29 eV. As for the expectation value of S²: 0.7758. The net charge is 0.

Last column: Mulliken charge in e.
Element x y z (Å)
O  -1.700  0.401  -0.111  -0.95
C  -1.073  -0.618  0.422  -0.05
C  -0.999  -2.068  0.000  -0.35
C  0.262  -1.368  0.435  -0.31
C  1.526  -0.964  0.110  0.30
H  -1.098  -2.323  -1.069  0.21
H  -1.471  -2.784  0.687  0.19
H  2.335  -1.674  -0.105  0.33
Sr  0.222  1.695  -0.185  1.67
O  1.812  0.338  -0.047  -1.04

---

(7)
Formula: C11H10F5O4Pd
Source: the OMol25 dataset
Level of theory: ωB97M-V with the def2-TZVPD basis set

As for the HOMO-LUMO gap: 8.168 eV. The value obtained for the lowest unoccupied orbital energy is 2.76 eV. The net charge is -1.

Last column: Mulliken charge in e.
Element x y z (Å)
Pd  -1.248  0.410  -1.181  0.11
C  0.830  1.625  1.549  -1.49
C  1.009  2.490  0.305  1.78
C  2.067  3.554  0.537  -1.84
O  1.395  1.690  -0.821  -0.58
C  -0.360  3.132  -0.048  0.23
O  -0.497  4.338  0.099  -0.71
O  -1.291  2.334  -0.452  -0.85
H  1.781  1.159  1.824  0.41
H  0.091  0.845  1.373  0.18
H  0.497  2.240  2.387  0.46
H  3.021  3.072  0.765  0.43
H  1.786  4.207  1.363  0.34
H  2.179  4.167  -0.356  0.35
H  1.821  0.892  -0.497  0.37
F  1.227  -1.128  0.162  -0.33
C  0.050  -1.756  0.401  0.55
C  -1.137  -1.248  -0.087  -0.64
C  -2.268  -1.989  0.208  1.31
F  -3.475  -1.578  -0.207  -0.31
C  -2.228  -3.161  0.942  0.25
F  -3.350  -3.845  1.214  -0.32
C  -1.017  -3.637  1.409  0.72
F  -0.962  -4.776  2.115  -0.32
C  0.134  -2.928  1.136  -0.16
F  1.316  -3.384  1.579  -0.32
C  -0.234  -1.352  -3.147  -0.51
O  -1.449  -0.891  -2.635  -0.79
H  -0.428  -1.805  -4.128  0.30
H  0.230  -2.123  -2.514  0.21
H  0.509  -0.555  -3.296  0.19

---

(8)
Formula: CH6OSi2
Source: the OMol25 dataset
Level of theory: ωB97M-V with the def2-TZVPD basis set

As for the HOMO-LUMO gap: 9.159 eV. The value obtained for the lowest unoccupied orbital energy is -0.09 eV. The structure (SMILES) is [SiH3][Si@H]1CO1. The net charge is 0.

Last column: Mulliken charge in e.
Element x y z (Å)
C  -0.890  0.955  -1.233  -0.43
O  -1.078  -0.490  -1.373  -0.34
Si  1.371  -0.583  1.166  0.30
Si  -0.723  -0.196  0.292  0.43
H  -1.843  1.472  -1.537  0.19
H  1.892  -1.581  0.421  -0.12
H  2.395  0.390  0.856  -0.08
H  1.128  -1.444  2.469  -0.06
H  -2.091  -0.093  0.830  -0.11
H  -0.160  1.570  -1.891  0.22

---

Calculated total energy? In order: -947.95121; -2549.34317; -3749.61639; -269.95736; -831.74941; -335.28191; -1353.35285; -695.81089 hartree.